No. 1
# C33H57IN2O2SiTl

A structure of composition C33H57IN2O2SiTl at a distorted geometry (wB97M-V/def2-TZVPD, the Open Molecules 2025 dataset).

The geometry in XYZ format:
```
97
Properties=species:S:1:pos:R:3:forces:R:3
H 0.655 -2.851 -0.285 -0.089 0.011 -0.313
C 0.510 -4.014 2.795 0.081 0.089 -0.002
C -1.139 4.498 1.444 -0.026 0.433 0.213
C -1.685 3.618 0.364 -0.183 -0.831 0.117
H 1.518 3.893 -0.255 0.130 -0.016 -0.063
H 0.016 -3.486 -3.234 0.064 -0.121 0.256
H -0.094 4.257 1.699 -0.188 0.054 -0.004
Tl 0.972 1.446 1.649 -0.793 -0.062 0.279
C -2.237 2.339 0.665 0.018 0.978 -1.120
C 1.699 -0.828 4.462 0.333 0.248 0.149
H -0.354 1.023 -4.391 -0.040 -0.254 -0.093
H -4.771 2.797 3.576 0.140 0.156 -0.082
H -1.655 -0.255 -2.671 0.117 -0.105 -0.156
C -2.719 1.519 -0.395 0.306 0.316 0.682
H -3.302 -3.047 2.165 0.022 0.224 0.143
H 1.904 0.086 -0.285 -0.139 -0.081 -0.010
H -2.452 -0.510 0.294 -0.119 0.215 -0.032
H 4.157 -3.397 0.303 -0.124 0.007 0.000
N -2.167 1.798 1.939 0.046 -0.959 1.293
I 4.021 0.650 1.785 0.422 0.006 0.152
H 2.735 -2.275 -5.775 -0.099 -0.079 -0.059
H -3.379 -2.216 3.726 0.160 -0.021 -0.228
H 3.075 3.229 0.346 -0.086 0.239 -0.130
Si 2.377 2.065 -1.760 -0.371 -0.173 -0.358
H -1.119 4.986 -1.182 -0.163 -0.289 0.007
C 0.143 -3.778 -2.184 -0.158 -0.146 -0.054
C 1.381 0.589 -1.107 0.208 -0.690 -0.989
H -3.101 1.380 -2.496 0.209 0.229 0.228
C -3.249 0.156 -0.070 -0.308 -0.285 -0.152
C -1.554 -0.634 -3.693 -0.280 -0.193 0.088
H -1.503 -4.497 2.150 0.241 0.180 0.145
C -3.875 3.190 3.079 -0.154 -0.099 -0.075
C -2.053 -0.427 5.797 -0.146 -0.217 0.017
C 3.014 -2.788 -1.390 -0.319 -0.019 -0.532
H -2.816 -1.214 5.703 0.214 0.178 0.092
H 1.314 -0.247 -1.933 0.197 2.063 1.691
C 1.524 2.783 -3.272 0.064 0.001 -0.148
C -1.843 0.272 4.465 0.522 -0.984 0.358
C -2.058 3.214 -1.999 -0.136 0.061 0.152
H 2.836 -0.762 -3.799 -0.173 -0.055 -0.145
C -0.327 -0.080 -4.367 0.492 0.015 -0.071
O 1.852 -2.062 -1.804 0.005 -0.953 0.662
H -0.823 -4.129 -1.803 0.132 -0.068 -0.101
C -1.387 -2.511 2.932 0.336 0.646 0.303
C 1.968 -0.789 -4.468 -0.320 0.561 0.282
N -0.980 -0.192 3.590 -0.615 1.294 -0.307
H -0.122 -1.766 -1.448 0.187 -0.226 -0.047
H -3.215 1.774 5.097 -0.026 -0.100 -0.121
H 0.339 0.832 -0.864 -0.173 0.066 0.056
H 4.129 0.632 -2.848 -0.004 0.197 0.173
H 2.085 0.020 -5.211 0.024 -0.190 0.171
C 1.329 -3.051 3.389 -0.355 -0.330 -0.118
H -2.405 0.304 6.531 0.042 -0.223 -0.073
O 0.835 -0.489 -3.631 -0.271 -0.187 -1.475
C -2.850 -2.245 2.761 -0.429 -0.037 -0.209
H -1.154 5.541 1.098 0.094 -0.263 0.201
C 3.154 -3.004 0.105 0.107 -0.083 0.046
C 2.504 3.507 -0.551 0.089 -0.098 0.187
C -0.844 -3.742 2.584 0.317 0.021 0.125
H 3.857 -2.193 -1.766 -0.184 -0.166 0.036
C 4.116 1.473 -2.143 0.034 0.107 0.015
H 0.443 2.893 -3.107 0.254 -0.043 0.006
H 3.044 4.327 -1.051 -0.147 -0.186 0.210
H 2.226 -1.320 5.294 -0.138 0.233 -0.242
H -1.731 4.436 2.362 0.217 0.066 -0.156
H -1.128 -0.885 6.170 -0.224 0.083 -0.207
H 2.382 -3.261 3.586 -0.276 -0.035 -0.011
C 0.591 -2.599 -1.359 0.558 0.494 0.217
H 1.930 3.781 -3.488 -0.071 -0.181 0.017
H -0.265 -0.447 -5.406 -0.043 0.175 0.326
C -1.580 4.019 -0.964 -0.083 -0.219 -0.444
H -4.027 0.195 0.705 0.193 -0.040 -0.172
H 4.614 1.157 -1.215 -0.017 0.066 -0.283
C -2.663 1.989 -1.702 0.090 0.300 -0.021
H 2.433 -3.740 0.476 0.126 0.220 0.065
H -1.526 -1.730 -3.657 0.027 0.200 -0.036
H 1.132 0.018 4.861 0.133 -0.110 -0.007
C -0.535 -1.495 3.455 0.710 -1.498 0.524
H 2.477 -0.436 3.784 -0.183 -0.119 0.308
H 1.823 -2.933 -4.405 -0.036 0.158 -0.156
H 4.695 2.297 -2.584 -0.032 -0.216 0.117
H -1.979 3.543 -3.037 -0.066 -0.044 0.315
H 0.921 -4.985 2.516 -0.103 0.264 0.073
C -2.825 2.090 3.028 -0.272 1.320 -1.928
H -3.039 -1.290 2.253 0.042 -0.191 0.161
C 0.819 -1.810 3.756 -0.657 0.092 -0.567
H -3.686 -0.307 -0.963 0.079 0.081 0.198
H -2.442 -0.335 -4.256 -0.017 -0.021 0.066
H 3.057 -2.062 0.660 -0.127 -0.254 -0.117
C -2.639 1.414 4.251 0.788 -0.344 0.269
H 0.965 -2.181 -5.782 0.097 -0.075 0.041
H 3.010 -3.753 -1.923 0.264 0.103 0.191
H -4.161 3.551 2.085 0.179 -0.097 0.173
C 1.853 -2.129 -5.147 0.184 -0.203 0.014
H 1.672 2.162 -4.164 -0.047 0.107 0.181
H -3.511 4.036 3.677 -0.094 -0.169 -0.114
H 0.863 -4.603 -2.120 -0.188 0.093 -0.067
```
Forces are in eV/Å.

- Spin multiplicity: 1
- HOMO energy (alpha / beta): -10.5 / -10.6 eV
- Maximum force: 2.67 eV/Å
- Relative energy (zero: lowest compared OMol25 entry of this formula, charge and spin): 63.5 kJ/mol
- LUMO (alpha / beta): -6.595 / -4.761 eV
- Charge: +1
- Gap between HOMO and LUMO (alpha / beta): 3.9 / 5.8 eV

For reference, the Löwdin charges in units of e are: 0.107 -0.079 -0.043 -0.237 0.009 0.063 0.049 0.804 -0.240 -0.076 0.107 0.092 0.047 -0.210 0.089 -0.075 0.077 0.088 0.120 0.499 0.086 0.083 -0.033 0.426 0.123 -0.060 -0.269 0.106 -0.040 -0.063 0.118 -0.016 -0.001 -0.240 0.089 0.063 -0.156 -0.310 -0.072 0.096 -0.240 -0.254 0.085 -0.199 -0.253 0.116 0.100 0.122 0.000 0.020 0.125 -0.050 0.085 -0.254 -0.031 0.097 -0.080 -0.218 -0.043 0.123 -0.165 0.012 0.050 0.101 0.063 0.091 0.124 -0.249 0.042 0.121 -0.049 0.086 -0.013 -0.051 0.062 0.078 0.073 -0.212 -0.047 0.065 0.044 0.112 0.110 -0.309 0.052 -0.227 0.087 0.087 0.015 0.047 0.078 0.118 0.091 -0.057 0.024 0.093 0.081

***

No. 2
# C22H43F6LaN11O5PS2

A structure of composition C22H43F6LaN11O5PS2 at a distorted geometry (wB97M-V/def2-TZVPD, the Open Molecules 2025 dataset).

The geometry in XYZ format:
```
91
Properties=species:S:1:pos:R:3:forces:R:3
H 2.716 2.115 -1.726 -0.001 0.017 0.010
H 1.511 -3.265 2.433 -0.021 0.019 0.007
N -3.615 0.798 -2.934 -0.020 -0.022 -0.014
F -3.978 -3.175 1.129 -0.018 -0.040 -0.007
C -3.060 -4.127 0.968 -0.013 0.218 0.127
S -1.373 -3.273 0.805 0.450 -0.077 -0.606
H -3.276 2.146 -0.345 -0.005 -0.026 0.025
N -1.956 1.466 -4.444 -0.031 0.026 0.048
La 0.266 -0.470 -0.525 0.668 0.217 0.995
C 4.628 1.449 -1.385 -0.021 0.037 -0.027
H 3.565 -1.248 2.032 -0.017 0.036 0.015
C -0.505 1.533 -4.457 -0.040 0.000 -0.044
H 4.773 -1.789 -2.174 0.010 -0.001 0.017
C -3.086 3.633 2.660 -0.027 0.005 0.009
H 0.892 -0.910 3.245 -0.006 0.023 0.019
H -0.067 0.864 -5.200 0.010 0.013 -0.004
H -2.723 -0.615 2.653 0.011 0.004 -0.012
H 4.692 1.559 -2.470 0.004 -0.008 0.000
C -2.348 1.014 -3.258 -0.067 -0.051 0.139
H 3.219 1.040 2.919 -0.014 0.032 0.028
H -0.547 2.832 2.605 -0.012 0.003 -0.012
H 3.211 3.696 -0.060 -0.003 -0.002 0.009
H 0.999 2.542 0.248 0.014 -0.012 -0.025
C -2.833 1.798 -5.559 0.061 -0.011 -0.003
C -4.678 2.022 1.936 -0.033 0.002 -0.002
H -2.359 4.380 2.336 0.002 0.002 0.004
C -1.271 2.049 2.842 -0.015 0.060 0.129
N -4.063 0.988 2.767 0.055 0.008 -0.032
F -1.675 -3.866 -3.959 -0.046 0.122 0.171
H 5.331 2.172 -0.962 0.017 -0.011 -0.004
C 1.942 -0.630 3.341 0.005 -0.027 0.025
H 2.125 -4.062 0.339 0.015 0.042 -0.039
F -1.957 -2.035 -2.838 0.024 -0.247 0.055
C 2.815 -1.695 2.682 -0.014 -0.082 -0.093
N 1.803 0.914 1.347 0.046 0.010 -0.227
H -4.355 0.875 -3.612 0.011 0.011 -0.005
H -3.819 0.335 -2.065 0.014 0.006 0.007
O 0.925 0.867 -2.574 0.064 0.068 -0.102
H -2.097 3.317 0.217 0.001 -0.006 0.010
N -0.663 -4.253 -0.274 -0.218 -0.003 0.085
H 4.613 -2.269 0.593 -0.017 0.013 -0.006
H 3.980 2.424 0.877 -0.001 -0.015 -0.002
N 3.171 -1.646 -0.794 -0.277 -0.106 -0.214
O 0.316 -4.883 -2.444 0.101 -0.089 0.143
H -0.782 1.348 3.524 -0.020 -0.010 -0.005
C 3.148 2.634 0.199 0.012 0.031 -0.011
N 2.004 -2.616 1.811 0.159 0.073 0.020
N -3.739 3.051 1.486 0.045 -0.033 -0.001
H 2.497 -2.129 -1.384 0.052 -0.098 -0.098
N 3.254 1.747 -0.954 -0.008 -0.047 0.005
H 1.714 2.983 1.784 0.010 0.001 -0.007
H 3.330 -2.334 3.400 -0.009 0.020 0.024
O 1.057 -1.936 1.113 -0.287 -0.069 -0.021
H 3.580 -0.543 -2.502 0.013 0.005 -0.004
H -3.290 0.900 -5.977 -0.019 0.011 -0.006
C -0.202 1.053 -3.060 -0.112 -0.006 -0.024
C 5.030 0.029 -1.011 0.007 -0.012 0.020
H 6.080 -0.123 -1.269 0.001 0.006 -0.013
H -2.241 2.277 -6.333 -0.006 -0.002 -0.001
C 2.845 -3.471 0.904 -0.064 -0.015 0.068
H 4.965 -0.091 0.077 -0.008 0.008 0.004
H -4.167 2.118 4.508 0.004 -0.004 0.004
H 1.580 1.481 3.346 -0.055 -0.051 0.003
H -3.602 2.502 -5.239 -0.015 -0.009 -0.013
H 3.414 -4.143 1.550 0.015 -0.018 -0.040
P -1.743 1.153 1.289 0.091 -0.036 -0.140
C 2.166 0.763 2.772 -0.034 0.063 -0.019
O -1.641 -1.948 0.110 -0.359 -0.010 0.310
H -5.458 2.509 2.522 0.004 0.000 -0.001
H -3.849 4.132 3.258 0.007 0.008 -0.002
H -2.913 0.870 4.512 0.001 0.004 0.002
O 0.417 -2.528 -1.783 -0.043 -0.306 -0.064
F -2.950 -4.833 2.091 -0.052 0.016 -0.032
C -3.402 1.631 3.902 -0.023 -0.005 0.020
H 4.272 -3.456 -0.635 0.011 0.000 0.013
C 1.845 2.332 0.919 -0.035 0.007 0.042
F -2.933 -3.861 -2.194 0.202 0.158 -0.207
H 2.541 0.466 0.791 -0.010 -0.044 0.063
S -0.303 -3.831 -1.723 0.025 0.173 -0.292
H -5.145 1.554 1.066 0.000 0.001 0.001
N -2.422 2.644 3.509 0.019 -0.022 -0.047
C -3.136 0.163 2.004 -0.110 -0.031 0.076
N -1.335 0.795 -2.377 0.033 -0.029 -0.265
H 2.167 -0.593 4.407 0.035 0.008 -0.008
C -2.762 2.514 0.548 -0.074 0.125 -0.007
C -1.826 -3.378 -2.740 -0.137 -0.088 -0.091
F -3.400 -4.921 -0.016 0.007 -0.046 0.052
C 3.800 -2.702 0.008 0.069 0.081 0.076
C 4.152 -1.019 -1.703 0.011 0.023 0.019
H -3.665 -0.354 1.200 -0.001 0.020 -0.003
H -0.135 2.546 -4.625 0.004 -0.003 0.001
```
Forces are in eV/Å.

- Spin multiplicity: 1
- HOMO energy: -13.0 eV
- Maximum force: 1.22 eV/Å
- Relative energy (zero: lowest compared OMol25 entry of this formula, charge and spin): 242.3 kJ/mol
- LUMO: -4.599 eV
- Charge: +2
- Gap between HOMO and LUMO: 8.4 eV

For reference, the Löwdin charges in units of e are: 0.093 0.190 0.250 0.133 -0.741 0.989 0.067 -0.066 2.038 -0.207 0.111 0.005 0.124 -0.172 0.113 0.160 0.094 0.127 -0.391 0.134 0.081 0.132 0.095 0.013 -0.175 0.131 -0.325 -0.140 0.174 0.122 -0.138 0.127 0.087 -0.072 -0.155 0.127 0.124 -0.130 0.092 -0.397 0.117 0.127 -0.088 -0.221 0.086 -0.195 -0.181 -0.144 0.063 -0.074 0.118 0.147 -0.467 0.115 0.107 -0.493 -0.163 0.121 0.106 -0.059 0.102 0.136 0.109 0.104 0.148 0.943 -0.202 -0.677 0.136 0.136 0.132 -0.519 0.130 -0.172 0.142 -0.222 0.154 0.051 0.611 0.128 -0.141 -0.332 0.076 0.130 -0.332 -0.634 0.166 -0.187 -0.196 0.081 0.157

***

No. 3
# C9H14N4O4

The molecule C9H14N4O4 at a distorted geometry (wB97M-V/def2-TZVPD, the Open Molecules 2025 dataset).

The geometry in XYZ format:
```
31
Properties=species:S:1:pos:R:3:forces:R:3
H -0.423 1.160 2.926 1.876 -0.129 -0.171
H 1.242 -0.878 -2.004 -2.747 -1.744 1.789
H -3.642 0.978 -1.476 0.122 0.932 -0.796
H -0.768 -0.172 0.728 -1.609 -0.256 -0.660
O 1.332 -3.052 1.696 -0.285 0.270 -1.115
C -0.095 2.229 1.164 0.111 0.210 -0.843
H 2.368 1.603 3.517 -2.779 0.570 -2.338
H 1.999 -3.689 1.900 0.989 -0.768 0.530
H -3.007 1.145 -3.989 0.555 -0.470 -0.533
N -2.362 0.712 -3.345 -0.745 -1.574 3.308
H 0.463 3.506 2.373 -1.890 0.557 -0.603
H -1.163 -0.636 -4.422 0.862 -0.186 -0.691
H 0.809 2.296 0.490 -1.203 0.607 -0.201
C 1.020 -0.047 1.490 0.566 -0.738 -1.224
C 0.456 1.300 2.210 2.043 -1.671 0.263
O 2.196 -3.233 -0.421 1.999 -1.274 -0.826
H -0.967 1.749 0.605 0.967 1.160 0.749
O 2.234 -0.340 1.484 -2.828 0.528 0.196
N 1.702 2.004 2.713 2.328 0.330 1.177
H -0.668 -2.436 0.232 -1.243 -1.484 -0.467
C 0.231 -1.530 -1.613 1.226 0.003 -2.011
C -2.732 0.683 -1.988 1.560 -1.141 -0.196
H 2.450 2.242 1.951 -2.370 -1.034 1.378
N 0.044 -0.725 0.737 3.341 0.977 2.261
O -0.412 3.487 1.831 2.233 -1.606 -0.130
C 0.204 -1.944 -0.083 1.387 3.022 -0.522
N -1.921 -0.078 -1.277 0.232 -0.525 -0.648
C -1.359 -0.286 -3.446 -0.552 0.371 1.477
C 1.445 -2.808 0.366 -3.642 2.222 0.831
H 0.358 -2.494 -2.204 -0.302 1.129 0.605
C -1.036 -0.747 -2.147 -0.204 1.711 -0.587
```
Forces are in eV/Å.

- Spin multiplicity: 1
- HOMO energy: -8.9 eV
- Maximum force: 4.35 eV/Å
- Relative energy (zero: lowest compared OMol25 entry of this formula, charge and spin): 347.2 kJ/mol
- LUMO: 0.658 eV
- Charge: 0
- Gap between HOMO and LUMO: 9.6 eV

For reference, the Löwdin charges in units of e are: 0.169 0.188 0.118 0.063 0.123 -0.261 0.141 0.112 0.138 0.054 0.093 0.091 0.133 -0.354 -0.280 0.157 0.121 0.024 -0.033 0.131 -0.064 -0.181 0.124 0.089 -0.107 -0.175 0.046 -0.051 -0.493 0.115 -0.231